<P>
The following is a quantum chemistry calculation of a 2-piece molecular cluster, C3H5BrO overall, from OMol25.

Last column: Mulliken charge in e.
Positions of all 10 atoms, in Å:
C 0.3979 0.0961 0.7250  -0.63
C 0.6752 0.9584 -0.2436  -0.42
C -1.4738 -0.8891 0.5252  0.09
O -1.3927 -1.9080 -0.1976  -0.27
Br -2.8976 0.2716 -0.0148  -0.18
H 0.9266 -0.8331 0.7946  0.32
H 0.0960 0.5366 1.7154  0.24
H 0.3313 1.9605 -0.2284  0.29
H 1.2258 0.6147 -1.1720  0.20
H -1.8477 -2.2491 -0.9911  0.36

The calculation puts the HOMO-LUMO gap at 8.08 eV.

<Q>
The following is a quantum chemistry calculation of a 2-piece molecular cluster, C3H5BrO overall, from OMol25.

Last column: Mulliken charge in e.
Positions of all 10 atoms, in Å:
C -0.5425 -0.8514 0.6585  -0.42
C -0.4375 -0.5773 -0.8890  -0.38
C 0.6994 -0.3671 0.0603  0.19
O 0.2967 2.2488 0.0269  -0.75
Br 2.4729 -0.4120 0.0611  0.06
H -1.0531 -0.1488 1.1189  0.25
H -0.5098 -1.7471 1.2098  0.30
H -0.4869 -1.4866 -1.4674  0.30
H -0.9763 0.3889 -1.3243  0.24
H 0.5372 2.9526 0.5451  0.19

The calculation puts the HOMO-LUMO gap (alpha / beta) at 6.46 / 6.48 eV.

<P> ends up most stable, edging out the next structure by 2.129 eV.

<P>
The following is a quantum chemistry calculation of a 2-piece molecular cluster, C3H5BrO overall, from OMol25.

Last column: Mulliken charge in e.
Positions of all 10 atoms, in Å:
C 0.7641 -0.1981 0.5567  0.01
C 0.9626 -1.2507 -0.3324  -0.57
C 0.3222 1.0999 0.1069  0.03
O -0.3465 1.4761 -0.8883  -0.50
Br -3.1609 -0.3025 0.0317  -0.28
H 1.0609 -0.3166 1.6509  0.28
H -2.4533 0.6869 -0.8543  0.26
H 0.9022 -1.0221 -1.3795  0.31
H 1.2753 -2.1439 0.2493  0.24
H 0.6734 1.9711 0.8591  0.21

The calculation puts the HOMO-LUMO gap at 9.64 eV. Its structure (SMILES) is C=CC=O.Br.

<Q>
The following is a quantum chemistry calculation of the molecule C3H5BrO, from OMol25.

Last column: Mulliken charge in e.
Positions of all 10 atoms, in Å:
C -0.3572 -0.8658 -1.4801  -0.33
C -0.4571 -0.7701 0.0612  0.35
C -0.3509 0.5525 0.6937  -0.91
O -1.6382 -0.4764 -1.4815  -0.51
Br -0.9263 -2.3360 0.8912  -0.04
H 0.3214 -0.1184 -1.9704  0.24
H -0.0349 -1.9050 -1.7817  0.31
H -0.4684 0.7361 1.8627  0.32
H -0.9839 1.3197 0.1629  0.30
H 0.6726 0.8210 0.4485  0.28

The calculation puts the HOMO-LUMO gap (alpha / beta) at 9.19 / 9.19 eV.

<P> ends up most stable, edging out the next structure by 1.384 eV.